(1)
Molecular formula: C11H17Cl3N2O4P
Method: DFT, ωB97M-V with the def2-TZVPD basis set

HOMO energy ... -12.58 eV
Orbital gap ... 7.049 eV
Maximum force ... 0.17750 Eh/bohr

The geometry in ORCA input format:
```
! RIJCOSX wB97M-V def2-TZVPD def2/J DEFGRID3
* xyz 1 1
C 2.35425 -3.28264 1.67174
C 0.71829 -3.18406 1.61104
O 0.09425 -2.75150 2.73747
O -0.14504 -3.56128 0.48147
C 0.34782 -3.03908 -0.80230
C 0.83519 -1.46886 -0.76923
N 2.16261 -1.04163 -1.32465
N 2.79458 0.15204 -1.43074
C 2.13229 1.35236 -0.87380
C 0.68076 1.18969 -0.15749
P -0.13996 2.76440 0.60882
O -0.17702 2.40631 2.34607
O 1.02228 4.09524 0.49814
C -0.08756 -0.25523 -0.08025
C -1.56608 -0.50448 0.58404
C -2.61685 -1.28883 -0.40593
C -3.46246 -2.44546 0.40302
Cl -3.40823 -4.10725 -0.46623
H 2.73965 -2.19118 1.96388
H 2.76334 -3.98405 2.54587
H 2.86827 -3.51873 0.63125
H -0.47998 -3.18637 -1.64888
H 1.27677 -3.68781 -1.16750
H 2.72259 -1.86077 -1.72039
H 2.70378 2.39832 -0.93736
H -0.58616 1.47953 2.47865
H 1.18820 4.40685 1.45154
H -2.04224 0.57194 0.77940
H -1.52678 -1.02448 1.64060
H -2.07987 -1.70999 -1.36015
H -3.42380 -0.49857 -0.78193
H -3.04014 -2.61957 1.48420
H -4.60379 -2.15171 0.44963
C 0.09605 6.54077 -1.98260
Cl -0.76628 7.75368 -2.93674
Cl -0.38601 4.90486 -2.44796
H 1.17007 6.65582 -2.14786
H -0.13278 6.69169 -0.92484
*
```

Atomic partial charges in e from the Mulliken method, atoms 1 to 8: atom 1 (C): -0.724, atom 2 (C): 0.546, atom 3 (O): -0.513, atom 4 (O): -0.179, atom 5 (C): -0.890, atom 6 (C): 0.400, atom 7 (N): 0.408, atom 8 (N): -0.897

(2)
Molecular formula: C5H11N2
Method: DFT, ωB97M-V with the def2-TZVPD basis set

HOMO energy (alpha / beta) ... -10.53 / -15.92 eV
Orbital gap (alpha / beta) ... 7.030 / 11.114 eV
Maximum force ... 0.10695 Eh/bohr

The geometry in ORCA input format:
```
! RIJCOSX wB97M-V def2-TZVPD def2/J DEFGRID3
* xyz 1 3
C 1.78297 -0.39209 -0.02825
C -1.68679 -1.51690 0.21608
C -1.02102 -0.59443 1.22194
C -0.53060 0.40196 0.17375
C -1.34114 1.49646 -0.37800
N 2.96374 -0.25884 -0.53489
N 0.67961 0.28342 -0.47065
H 1.66831 -0.92131 0.90698
H -1.01292 -1.90924 -0.39605
H -2.55057 -1.01066 -0.17760
H -1.84668 -0.24187 1.86398
H -0.20788 -1.15238 1.72218
H -1.53102 1.58370 -1.42902
H -0.81296 2.37065 -0.00984
H -2.33826 1.48659 0.19448
H 3.77120 -0.64587 -0.18620
H 3.30981 0.09197 -1.49129
H 0.70420 0.92884 -1.19763
*
```

Atomic partial charges in e from the Mulliken method, atoms 1 to 8: atom 1 (C): 0.121, atom 2 (C): -0.909, atom 3 (C): -0.353, atom 4 (C): 0.548, atom 5 (C): -1.367, atom 6 (N): -0.344, atom 7 (N): -0.182, atom 8 (H): 0.248

(3)
Molecular formula: C19H29N5O2
Method: DFT, ωB97M-V with the def2-TZVPD basis set

HOMO energy ... -8.95 eV
Orbital gap ... 9.703 eV
Maximum force ... 0.02723 Eh/bohr
SMILES string ... CCn1cc(CNC(=O)CCc2nnc(CCC3CCCCC3)o2)cn1

The geometry in ORCA input format:
```
! RIJCOSX wB97M-V def2-TZVPD def2/J DEFGRID3
* xyz 0 1
C -0.82325 -3.99984 1.35186
H -1.45648 -4.28969 2.18568
H 0.12058 -4.53399 1.43081
H -1.31074 -4.29284 0.42494
C -0.59427 -2.49121 1.37394
N 0.21532 -2.06241 0.26717
C 1.53209 -2.26316 0.10065
C 1.89203 -1.64616 -1.08302
C 0.69366 -1.08861 -1.55245
N -0.30343 -1.35644 -0.72889
H 0.53220 -0.51619 -2.44411
C 3.25955 -1.51879 -1.66973
N 4.08921 -0.64005 -0.85952
C 4.24280 0.66703 -1.16206
O 3.87783 1.15325 -2.21080
C 4.97080 1.49563 -0.10379
H 4.81008 2.54068 -0.37276
H 6.04064 1.28938 -0.17477
C 4.48694 1.24079 1.33086
C 3.01247 1.08146 1.37075
N 2.34696 0.10936 1.89941
N 1.03468 0.36052 1.67626
C 0.96655 1.46619 1.01337
O 2.19731 1.98694 0.79162
C -0.23484 2.15471 0.49577
H -0.31223 3.13555 0.97609
C -1.49527 1.32855 0.73604
H -1.34929 0.35292 0.27722
H -1.60773 1.18005 1.81148
C -2.75481 2.00043 0.17859
C -2.83251 1.93982 -1.35113
C -3.07695 0.52390 -1.86707
C -4.35041 -0.05321 -1.25856
C -4.25793 -0.04139 0.26298
C -4.02448 1.37816 0.77051
H -3.96010 1.37762 1.86109
H -4.88143 1.99634 0.49034
H -3.43677 -0.68551 0.57897
H -5.17984 -0.43614 0.69694
H -4.50357 -1.07374 -1.61521
H -5.21043 0.54438 -1.57278
H -2.23201 -0.11922 -1.61804
H -3.16696 0.54947 -2.95548
H -1.91602 2.33670 -1.79054
H -3.65493 2.58194 -1.67859
H -2.73021 3.05663 0.47801
H -0.07888 2.32640 -0.57215
H 4.92768 0.34094 1.76198
H 4.77377 2.08744 1.96024
H 4.29063 -0.96241 0.07347
H 3.75193 -2.49443 -1.73338
H 3.20039 -1.07149 -2.66379
H 2.11733 -2.79772 0.82098
H -1.54590 -1.96415 1.29019
H -0.10181 -2.18440 2.30039
*
```

Atomic partial charges in e from the Mulliken method, atoms 1 to 8: atom 1 (C): -1.378, atom 2 (H): 0.448, atom 3 (H): 0.337, atom 4 (H): 0.339, atom 5 (C): -0.087, atom 6 (N): 0.685, atom 7 (C): -0.694, atom 8 (C): 0.965